*a*
The following is a DFT calculation (ωB97M-V with the def2-TZVPD basis set) of a structure of composition H12NaO6.

As for the frontier orbital gap: 11.963 eV. As for the total charge: +1. The calculation puts the LUMO energy at -3.141 eV.

Geometry as XYZ:
```
19
Properties=species:S:1:pos:R:3:lowdin_charge:R:1
Na -18.4854 -3.0496 -20.9023 0.482
O -17.7849 -5.3964 -20.9267 -0.036
H -17.0401 -5.9951 -20.7916 0.074
H -18.4045 -5.8775 -21.4892 0.044
O -19.4986 -4.4770 -23.1938 -0.037
H -19.0331 -5.1870 -23.6528 0.055
H -20.3452 -4.4048 -23.6545 0.066
O -16.4536 -3.0430 -22.6473 -0.041
H -16.4942 -2.2038 -23.1242 0.050
H -16.4251 -3.7165 -23.3369 0.055
O -18.6110 -2.5105 -18.5924 -0.035
H -19.5542 -2.5404 -18.3851 0.064
H -18.2119 -2.0195 -17.8643 0.073
O -20.5873 -1.7504 -20.9324 -0.034
H -20.9733 -1.0859 -20.3489 0.072
H -20.2497 -1.2529 -21.6835 0.039
O -18.0193 -0.5293 -21.4778 -0.036
H -18.4385 0.2376 -21.8900 0.069
H -17.1179 -0.2340 -21.2881 0.075
```


*b*
The following is a DFT calculation (ωB97M-V with the def2-TZVPD basis set) of a structure of composition H12NaO6.

As for the frontier orbital gap: 11.925 eV. As for the total charge: +1. The calculation puts the LUMO energy at -3.494 eV.

Geometry as XYZ:
```
19
Properties=species:S:1:pos:R:3:lowdin_charge:R:1
Na 0.2221 -0.2402 -0.0226 0.408
O -2.4406 -0.3393 -0.5319 -0.001
H -2.9750 -0.2415 -1.2896 0.038
H -2.5527 -1.2502 -0.2412 0.054
O -0.5237 1.8349 0.9167 -0.031
H -1.0012 2.0525 1.7063 0.057
H -0.3040 2.7227 0.5706 0.093
O 2.3514 1.0442 0.1642 -0.006
H 2.8818 0.4589 0.6826 0.051
H 2.0875 1.7223 0.7722 0.036
O 0.2810 0.5180 -2.2630 0.008
H 1.1170 0.3352 -2.6506 0.059
H -0.2849 -0.1262 -2.6426 0.029
O 0.7077 -0.4673 2.3348 -0.032
H -0.0440 -0.9390 2.7207 0.075
H 0.8229 0.3477 2.8274 0.059
O 0.1798 -2.4021 -0.8749 -0.016
H -0.4801 -2.8746 -0.3938 0.053
H -0.0451 -2.1559 -1.7850 0.065
```


*c*
The following is a DFT calculation (ωB97M-V with the def2-TZVPD basis set) of a structure of composition H12NaO6.

As for the frontier orbital gap: 11.077 eV. As for the total charge: +1. The calculation puts the LUMO energy at -3.616 eV.

Geometry as XYZ:
```
19
Properties=species:S:1:pos:R:3:lowdin_charge:R:1
Na -0.0538 -0.0287 -0.0821 -0.116
O -1.2705 0.8803 0.8989 -0.017
H -1.7839 1.6857 0.8361 0.117
H -0.5299 1.1109 1.4598 0.058
O -1.0134 0.4154 -1.3318 -0.023
H -1.6471 0.0369 -1.9412 0.118
H -0.8432 1.2920 -1.6764 0.102
O 1.0065 1.4824 0.0976 -0.002
H 1.2952 1.6710 -0.7954 0.098
H 1.3226 2.2239 0.6137 0.117
O 0.1089 -0.8771 1.4530 -0.035
H 0.9830 -1.2577 1.5386 0.113
H 0.1246 -0.1090 2.0240 0.083
O -0.8713 -1.6923 -0.2741 -0.025
H -1.3949 -1.8104 0.5184 0.100
H -0.5834 -2.5753 -0.5055 0.103
O 1.3603 -0.6928 -0.8429 -0.007
H 1.7732 -1.5302 -0.6317 0.109
H 2.0168 -0.2250 -1.3590 0.105
```


The computed energies, referenced to the most stable structure and given in kJ/mol, are *a* 0.0; *b* 38.2; *c* 853.8.


*a*
The following is a DFT calculation (ωB97M-V with the def2-TZVPD basis set) of the ion C6H16N2 with charge -1.

As for the frontier orbital gap (alpha / beta): 2.195 / 8.225 eV. Its multiplicity is 2. As for the total charge: -1. The calculation puts the LUMO energy (alpha / beta) at 3.687 / 3.639 eV. As for the expectation value of S²: 0.75.

Geometry as XYZ:
```
24
Properties=species:S:1:pos:R:3:lowdin_charge:R:1
C -1.2255 2.5766 2.1974 -0.155
C -1.5549 1.7044 0.9380 -0.280
C -1.0128 0.3293 1.1991 -0.309
C 0.4455 0.1385 0.9505 -0.248
C 0.7957 -0.0641 -0.5414 -0.350
N 0.7116 -1.4244 -0.9670 -0.120
C 1.1645 -1.5941 -2.2897 -0.608
N 0.9229 -2.9536 -2.7316 -0.042
H -0.1232 2.4793 2.4143 0.068
H -1.5372 3.6466 2.3197 0.065
H -1.4399 2.0355 3.0612 0.017
H -2.6328 1.4980 0.7056 0.101
H -1.1124 2.0595 -0.0307 0.096
H -1.5465 -0.3606 0.6706 0.067
H -1.2841 0.0820 2.2552 0.113
H 1.0294 0.8745 1.2560 0.025
H 0.6128 -0.8230 1.5363 0.121
H 1.7984 0.3833 -0.7612 0.069
H 0.0362 0.4476 -1.1701 0.094
H 0.0166 -2.0296 -0.5249 0.120
H 0.7896 -0.8948 -3.0899 0.075
H 2.3954 -1.3676 -2.2494 0.071
H 1.7347 -3.1811 -3.2119 -0.024
H 1.0161 -3.5624 -1.9362 0.032
```


*b*
The following is a DFT calculation (ωB97M-V with the def2-TZVPD basis set) of a cluster of 2 separate species, C6H16N2 in total.

As for the frontier orbital gap (alpha / beta): 6.563 / 5.172 eV. Its multiplicity is 2. As for the total charge: -1. The calculation puts the LUMO energy (alpha / beta) at 3.982 / 3.555 eV. As for the expectation value of S²: 0.76.

Geometry as XYZ:
```
24
Properties=species:S:1:pos:R:3:lowdin_charge:R:1
N -2.3011 -0.7774 -0.9409 -0.064
C -1.3331 0.0931 -0.3667 -0.582
C -1.9919 0.9219 0.7231 -0.144
C -0.1191 -0.7736 0.1910 -0.403
N 0.9672 0.0561 0.8546 0.008
C 1.9507 0.4519 -0.1352 -0.386
C 2.8941 -0.6533 -0.6664 -0.124
C -0.5365 -1.8414 1.2060 -0.098
H 0.2910 -1.1909 -0.7299 0.092
H -2.3350 -0.6733 -1.9522 -0.064
H -0.8643 0.8938 -0.9996 0.092
H -2.6770 1.6404 0.2918 0.044
H -1.1436 1.3063 1.3034 0.052
H -2.6097 0.2211 1.2776 0.052
H -0.9734 3.8450 -0.4684 0.024
H -0.5647 3.3348 -0.8171 0.014
H 1.6023 1.1085 -0.9537 0.093
H 2.5769 1.1306 0.4589 0.072
H 3.2893 -1.3778 0.0618 0.062
H 2.2186 -1.2214 -1.3581 0.059
H 3.7396 -0.2389 -1.2195 0.049
H -0.0109 -2.7975 1.1451 0.054
H -1.5689 -2.0186 0.8802 0.042
H -0.5005 -1.4394 2.2142 0.056
```


The computed energies, referenced to the most stable structure and given in kJ/mol, are *a* 0.0; *b* 32.4.